Record 1
{"formula": "C4H3NO", "method": "ωB97M-V/def2-TZVPD", "symbols": ["O", "C", "C", "C", "C", "N", "H", "H", "H"], "coordinates": [[1.8787, 0.6489, -1.2484], [-0.1273, 0.6606, 0.4028], [-0.9947, -0.4928, 0.4441], [-1.7613, -1.4235, 0.4333], [1.1997, 0.6075, -0.1156], [1.3446, 0.6451, 1.1185], [1.4807, -0.0053, -1.8364], [-0.6406, 1.6231, 0.3594], [-2.4325, -2.2546, 0.4624]], "atomic_forces_ev_per_a": [[0.536, -0.401, 0.022], [-0.112, 0.055, 0.061], [-0.203, -0.413, 0.115], [0.354, 0.345, 0.080], [-0.015, 0.026, 0.285], [-0.767, 0.185, -0.593], [-0.059, 0.191, -0.310], [0.133, -0.163, 0.374], [0.133, 0.176, -0.035]], "smiles": "C#C[C@H]1N=C1O"}



Record 2
{"formula": "C4H3NO", "method": "ωB97M-V/def2-TZVPD", "symbols": ["C", "C", "C", "C", "H", "H", "H", "N", "O"], "coordinates": [[-0.8040, 0.0688, -0.1852], [-0.0586, 0.0618, 1.1663], [1.2307, 0.0594, 0.9628], [0.2578, -0.3294, -1.1538], [-0.3016, 0.6493, 1.9324], [2.1706, 0.0443, 1.5428], [-0.1218, -0.9156, -2.0684], [1.4534, -0.3860, -0.5329], [-1.9595, 0.4700, -0.3022]], "atomic_forces_ev_per_a": [[-1.705, 1.342, 2.118], [0.375, 0.318, -2.231], [1.601, -2.349, -3.832], [2.321, -1.821, 1.318], [-2.273, 1.480, 3.545], [-1.000, 0.549, -0.240], [1.522, 1.398, 0.957], [-3.210, 0.224, -1.178], [2.369, -1.140, -0.456]], "smiles": "O=C1C=CN=C1"}



Energy above the lowest of the compared OMol25 structures with the same formula, charge and spin for the records above, in order: 63.1; 43.2 kcal per mole
HOMO level for the records above, in order: -9.62; -10.24 eV
LUMO level for the records above, in order: 0.5; -1.4 eV